# C29H37F6GeN4O7S2SeTi

A structure of composition C29H37F6GeN4O7S2SeTi (wB97M-V/def2-TZVPD, the Open Molecules 2025 dataset).

Geometry (Å):
1 Ti -1.263 -0.467 0.226
2 C -2.645 -4.302 -1.289
3 C -1.534 -3.418 -0.840
4 O -1.744 -2.192 -0.600
5 N -0.325 -3.915 -0.669
6 C 0.752 -3.124 -0.065
7 C 0.439 -2.898 1.396
8 C 1.015 -3.713 2.352
9 C 0.604 -3.623 3.676
10 C -0.394 -2.722 3.997
11 C -0.907 -1.915 2.999
12 N -0.494 -1.973 1.721
13 H -3.456 -3.708 -1.698
14 H -3.027 -4.847 -0.422
15 H -2.304 -5.033 -2.021
16 H -0.170 -4.895 -0.862
17 H 0.869 -2.190 -0.615
18 H 1.676 -3.687 -0.166
19 H 1.768 -4.431 2.058
20 H 1.043 -4.262 4.432
21 H -0.781 -2.632 5.003
22 H -1.675 -1.196 3.242
23 F -1.572 3.778 1.891
24 C -1.574 3.125 3.039
25 F -2.294 3.741 3.934
26 F -0.325 2.956 3.463
27 S -2.257 1.420 2.763
28 O -1.275 0.840 1.779
29 O -2.270 0.747 4.012
30 N -3.652 1.640 2.114
31 S -4.127 1.073 0.747
32 O -5.495 0.753 0.675
33 O -3.198 -0.030 0.291
34 C -3.782 2.440 -0.451
35 F -4.425 3.516 -0.096
36 F -2.460 2.665 -0.438
37 F -4.143 2.049 -1.664
38 C -3.877 -1.929 -5.808
39 Ge -3.570 -0.216 -4.941
40 C -2.057 0.734 -5.737
41 C -5.170 0.887 -4.810
42 C -3.057 -0.750 -3.036
43 Se -1.573 0.240 -2.304
44 C -0.138 -0.737 -3.165
45 H -4.213 -1.764 -6.832
46 H -4.652 -2.494 -5.291
47 H -2.965 -2.525 -5.846
48 H -2.420 1.288 -6.603
49 H -1.292 0.045 -6.097
50 H -1.607 1.460 -5.058
51 H -5.028 1.830 -5.335
52 H -5.436 1.105 -3.778
53 H -6.009 0.367 -5.270
54 H -2.785 -1.804 -2.993
55 H -3.894 -0.578 -2.360
56 H -0.228 -0.564 -4.234
57 H -0.234 -1.800 -2.950
58 H 0.812 -0.348 -2.806
59 C 5.785 0.136 0.363
60 O 4.757 0.338 1.339
61 C 5.097 0.986 2.475
62 C 6.354 1.507 2.755
63 C 6.591 2.148 3.963
64 C 5.592 2.278 4.919
65 C 4.339 1.758 4.655
66 C 4.093 1.139 3.438
67 N 2.798 0.551 3.225
68 C 1.981 0.644 2.225
69 C 2.040 1.518 1.084
70 C 2.824 2.683 1.061
71 C 2.780 3.550 -0.008
72 C 1.961 3.261 -1.093
73 C 1.170 2.122 -1.095
74 C 1.193 1.259 -0.013
75 O 0.390 0.143 -0.026
76 H 6.591 -0.475 0.770
77 H 6.180 1.090 0.011
78 H 5.313 -0.387 -0.462
79 H 7.159 1.407 2.041
80 H 7.578 2.544 4.160
81 H 5.790 2.772 5.858
82 H 3.544 1.842 5.386
83 H 2.492 -0.048 3.985
84 H 1.112 0.000 2.302
85 H 3.456 2.916 1.906
86 H 3.380 4.450 -0.003
87 H 1.931 3.931 -1.942
88 H 0.524 1.919 -1.937

Calculated values
- energy relative to the best compared isomer or geometry (same formula, charge and spin) (kJ/mol) = 56.6
- LUMO (eV) = -9.6
- max |F| (eV Å⁻¹) = 0.4
- charge = +3
- calculated total energy (eV) = -233897.113
- HOMO-LUMO gap (eV) = 6.110

Atom-resolved charges from Löwdin, all expressed in e: atom 1 (Ti): 1.052, atom 2 (C): 0.068, atom 3 (C): -0.418, atom 4 (O): -0.151, atom 5 (N): 0.148, atom 6 (C): -0.059, atom 7 (C): -0.227, atom 8 (C): 0.023, atom 9 (C): 0.011, atom 10 (C): 0.008, atom 11 (C): -0.074, atom 12 (N): 0.028, atom 13 (H): 0.100, atom 14 (H): 0.123, atom 15 (H): 0.114, atom 16 (H): 0.182, atom 17 (H): 0.110, atom 18 (H): 0.147, atom 19 (H): 0.136, atom 20 (H): 0.137, atom 21 (H): 0.137, atom 22 (H): 0.093, atom 23 (F): 0.179, atom 24 (C): -0.678, atom 25 (F): 0.226, atom 26 (F): 0.166, atom 27 (S): 0.726, atom 28 (O): -0.407, atom 29 (O): -0.201, atom 30 (N): -0.236, atom 31 (S): 0.720, atom 32 (O): -0.146, atom 33 (O): -0.424, atom 34 (C): -0.681, atom 35 (F): 0.229, atom 36 (F): 0.109, atom 37 (F): 0.156, atom 38 (C): -0.208, atom 39 (Ge): 0.814, atom 40 (C): -0.221, atom 41 (C): -0.188, atom 42 (C): -0.497, atom 43 (Se): 1.065, atom 44 (C): -0.266, atom 45 (H): 0.039, atom 46 (H): 0.031, atom 47 (H): 0.025, atom 48 (H): 0.039, atom 49 (H): 0.024, atom 50 (H): 0.010, atom 51 (H): 0.035, atom 52 (H): 0.009, atom 53 (H): 0.036, atom 54 (H): 0.008, atom 55 (H): 0.024, atom 56 (H): 0.032, atom 57 (H): 0.040, atom 58 (H): 0.041, atom 59 (C): -0.030, atom 60 (O): -0.087, atom 61 (C): -0.246, atom 62 (C): 0.018, atom 63 (C): -0.021, atom 64 (C): -0.044, atom 65 (C): -0.001, atom 66 (C): -0.174, atom 67 (N): 0.179, atom 68 (C): 0.054, atom 69 (C): -0.106, atom 70 (C): 0.029, atom 71 (C): -0.010, atom 72 (C): 0.004, atom 73 (C): 0.005, atom 74 (C): -0.238, atom 75 (O): -0.246, atom 76 (H): 0.108, atom 77 (H): 0.105, atom 78 (H): 0.096, atom 79 (H): 0.120, atom 80 (H): 0.128, atom 81 (H): 0.124, atom 82 (H): 0.129, atom 83 (H): 0.182, atom 84 (H): 0.124, atom 85 (H): 0.130, atom 86 (H): 0.131, atom 87 (H): 0.134, atom 88 (H): 0.081



# C29H38AsGe2N4O6S2V

A structure of composition C29H38AsGe2N4O6S2V (wB97M-V/def2-TZVPD, the Open Molecules 2025 dataset).

Geometry (Å):
1 V 0.591 0.928 -0.958
2 N -0.905 2.223 -4.906
3 C -0.437 1.619 -3.788
4 S -1.130 2.029 -2.285
5 N 0.510 0.712 -3.994
6 N 0.913 0.152 -2.836
7 C 1.742 -0.832 -2.905
8 C 2.149 -1.450 -1.655
9 C 2.996 -2.552 -1.618
10 C 3.301 -3.113 -0.393
11 C 2.742 -2.563 0.755
12 C 1.908 -1.469 0.636
13 N 1.620 -0.909 -0.542
14 H -1.397 3.092 -4.800
15 H -0.356 2.097 -5.741
16 H 2.086 -1.190 -3.869
17 H 3.401 -2.949 -2.538
18 H 3.962 -3.966 -0.332
19 H 2.950 -2.963 1.736
20 H 1.449 -1.009 1.500
21 O 2.853 3.438 1.653
22 As 2.886 1.761 1.257
23 O 3.665 0.846 2.338
24 O 1.197 1.223 1.141
25 C 3.590 1.521 -0.534
26 C 4.557 0.520 -0.589
27 C 5.175 0.216 -1.794
28 C 4.837 0.910 -2.943
29 C 3.894 1.927 -2.894
30 C 3.273 2.234 -1.695
31 S 2.120 3.592 -1.626
32 O 1.668 3.877 -2.953
33 O 2.798 4.649 -0.903
34 O 1.106 2.974 -0.716
35 H 2.781 4.000 0.842
36 H 4.805 -0.020 0.318
37 H 5.920 -0.569 -1.834
38 H 5.312 0.663 -3.883
39 H 3.611 2.475 -3.783
40 C -1.864 3.667 1.097
41 C -0.704 3.508 2.071
42 Ge -0.124 1.682 2.393
43 C 0.775 1.452 4.105
44 C 1.214 0.017 4.386
45 C -1.506 0.354 2.284
46 C -2.079 -0.512 1.433
47 Ge -1.475 -0.750 -0.489
48 C -3.016 -0.470 -1.724
49 C -4.151 -1.457 -1.980
50 C -0.828 -2.620 -0.859
51 C -1.626 -3.915 -0.703
52 C -3.263 -1.306 1.935
53 C -3.756 -2.348 1.162
54 C -4.824 -3.138 1.568
55 C -5.447 -2.888 2.776
56 C -4.990 -1.836 3.560
57 C -3.923 -1.060 3.148
58 H -2.128 4.716 0.963
59 H -2.754 3.139 1.442
60 H -1.610 3.280 0.113
61 H -0.976 3.896 3.058
62 H 0.168 4.079 1.747
63 H 0.080 1.809 4.871
64 H 1.636 2.128 4.141
65 H 0.393 -0.690 4.250
66 H 1.575 -0.094 5.409
67 H 2.035 -0.264 3.724
68 H -1.938 0.372 3.286
69 H -2.504 -0.306 -2.677
70 H -3.435 0.509 -1.478
71 H -3.788 -2.437 -2.293
72 H -4.779 -1.082 -2.792
73 H -4.807 -1.601 -1.122
74 H 0.102 -2.773 -0.310
75 H -0.531 -2.525 -1.913
76 H -1.837 -4.140 0.343
77 H -1.045 -4.754 -1.095
78 H -2.577 -3.914 -1.235
79 H -3.296 -2.557 0.210
80 H -5.163 -3.942 0.927
81 H -6.282 -3.494 3.102
82 H -5.473 -1.614 4.503
83 H -3.624 -0.248 3.794

Calculated values
- 2S+1 = 3
- energy relative to the best compared isomer or geometry (same formula, charge and spin) (kJ/mol) = 0.3
- LUMO (alpha / beta) (eV) = -1.0 / -1.1
- expectation value of S² = 2.108
- max |F| (eV Å⁻¹) = 1.0
- charge = 0
- calculated total energy (eV) = -270165.166
- HOMO-LUMO gap (alpha / beta) (eV) = 6.797 / 6.382

Atom-resolved charges from Löwdin, all expressed in e: atom 1 (V): 0.560, atom 2 (N): 0.094, atom 3 (C): -0.814, atom 4 (S): 0.752, atom 5 (N): 0.020, atom 6 (N): -0.132, atom 7 (C): -0.069, atom 8 (C): -0.276, atom 9 (C): -0.008, atom 10 (C): -0.034, atom 11 (C): -0.023, atom 12 (C): -0.129, atom 13 (N): -0.019, atom 14 (H): 0.091, atom 15 (H): 0.101, atom 16 (H): 0.136, atom 17 (H): 0.122, atom 18 (H): 0.115, atom 19 (H): 0.118, atom 20 (H): 0.105, atom 21 (O): -0.209, atom 22 (As): 0.990, atom 23 (O): -0.393, atom 24 (O): -0.576, atom 25 (C): -0.238, atom 26 (C): -0.085, atom 27 (C): -0.061, atom 28 (C): -0.050, atom 29 (C): -0.040, atom 30 (C): -0.269, atom 31 (S): 0.485, atom 32 (O): -0.272, atom 33 (O): -0.285, atom 34 (O): -0.499, atom 35 (H): 0.026, atom 36 (H): 0.105, atom 37 (H): 0.113, atom 38 (H): 0.113, atom 39 (H): 0.122, atom 40 (C): -0.156, atom 41 (C): -0.308, atom 42 (Ge): 0.885, atom 43 (C): -0.319, atom 44 (C): -0.166, atom 45 (C): -0.208, atom 46 (C): -0.287, atom 47 (Ge): 0.960, atom 48 (C): -0.405, atom 49 (C): -0.167, atom 50 (C): -0.352, atom 51 (C): -0.172, atom 52 (C): -0.213, atom 53 (C): -0.082, atom 54 (C): -0.070, atom 55 (C): -0.090, atom 56 (C): -0.085, atom 57 (C): -0.042, atom 58 (H): 0.075, atom 59 (H): 0.070, atom 60 (H): 0.013, atom 61 (H): 0.072, atom 62 (H): 0.060, atom 63 (H): 0.070, atom 64 (H): 0.067, atom 65 (H): 0.062, atom 66 (H): 0.071, atom 67 (H): 0.038, atom 68 (H): 0.044, atom 69 (H): 0.022, atom 70 (H): 0.040, atom 71 (H): 0.054, atom 72 (H): 0.068, atom 73 (H): 0.053, atom 74 (H): 0.029, atom 75 (H): 0.057, atom 76 (H): 0.065, atom 77 (H): 0.068, atom 78 (H): 0.050, atom 79 (H): 0.037, atom 80 (H): 0.108, atom 81 (H): 0.100, atom 82 (H): 0.102, atom 83 (H): 0.096



# C29H38B2BrF4N3O14

A cluster of 2 separate species, C29H38B2BrF4N3O14 in total (wB97M-V/def2-TZVPD, the Open Molecules 2025 dataset).

Geometry (Å):
1 C -4.401 -6.219 0.683
2 C -4.169 -5.044 -0.311
3 B -3.772 -3.679 0.372
4 O -4.771 -2.774 0.691
5 C -2.174 -3.346 0.648
6 C -1.924 -4.063 1.952
7 O -3.150 -3.990 2.716
8 N -3.114 -4.953 3.767
9 O -4.131 -5.000 4.314
10 N -1.353 -3.804 -0.462
11 C -0.747 -5.086 -0.438
12 O 0.456 -4.998 0.353
13 C 1.050 -6.160 0.679
14 F 2.356 -6.055 0.515
15 F 0.822 -6.462 1.958
16 F 0.621 -7.189 -0.054
17 C -1.706 -3.265 -1.748
18 C -1.643 -1.747 -1.751
19 F -0.396 -1.309 -1.983
20 N -2.231 -1.128 -0.509
21 C -2.163 0.390 -0.585
22 C -0.864 1.114 -0.323
23 C -1.173 2.638 -0.337
24 C -0.670 3.333 -1.614
25 C 0.551 4.236 -1.357
26 C 1.650 3.924 -2.349
27 O 2.028 2.553 -2.120
28 C 2.577 1.930 -3.186
29 C 3.870 1.237 -2.886
30 O 2.053 1.894 -4.255
31 C -1.899 -1.799 0.791
32 Br 0.070 -1.681 1.069
33 C -2.619 -1.124 1.988
34 C -1.826 -0.641 3.180
35 C -1.595 -1.444 4.298
36 C -0.891 -0.970 5.403
37 C -0.385 0.329 5.411
38 C -0.622 1.161 4.308
39 C -0.076 2.565 4.319
40 C -1.351 0.674 3.222
41 H -5.365 -6.676 0.494
42 H -4.382 -5.927 1.725
43 H -3.653 -6.990 0.533
44 H -5.091 -4.891 -0.869
45 H -3.407 -5.352 -1.024
46 H -5.203 -2.360 -0.062
47 H -1.738 -5.122 1.809
48 H -1.099 -3.686 2.552
49 H -1.410 -5.855 -0.041
50 H -0.476 -5.414 -1.436
51 H -0.931 -3.573 -2.442
52 H -2.651 -3.624 -2.175
53 H -2.274 -1.384 -2.563
54 H -3.233 -1.302 -0.635
55 H -2.452 0.623 -1.610
56 H -2.962 0.821 0.006
57 H -0.168 0.952 -1.136
58 H -0.386 0.889 0.617
59 H -2.245 2.822 -0.241
60 H -0.736 3.081 0.550
61 H -1.470 3.986 -1.954
62 H -0.465 2.625 -2.411
63 H 0.285 5.286 -1.405
64 H 0.977 4.065 -0.369
65 H 1.267 4.084 -3.354
66 H 2.463 4.609 -2.163
67 H 3.644 0.197 -2.663
68 H 4.500 1.303 -3.763
69 H 4.365 1.685 -2.033
70 H -3.162 -0.239 1.665
71 H -3.394 -1.775 2.374
72 H -1.983 -2.451 4.329
73 H -0.731 -1.597 6.266
74 H 0.153 0.686 6.275
75 H -0.084 2.968 5.324
76 H 0.973 2.515 4.030
77 H -0.591 3.221 3.626
78 H -1.534 1.369 2.411
79 B 6.341 6.650 -2.817
80 O 5.053 7.227 -3.277
81 C 4.072 6.726 -2.555
82 O 2.902 6.973 -2.668
83 C 4.678 5.750 -1.537
84 O 4.056 5.115 -0.726
85 O 5.981 5.726 -1.711
86 O 7.027 5.936 -3.904
87 C 8.226 6.481 -4.092
88 O 9.035 6.134 -4.901
89 C 8.384 7.630 -3.086
90 O 9.338 8.340 -2.970
91 O 7.268 7.695 -2.363

Calculated values
- LUMO (eV) = -1.9
- max |F| (eV Å⁻¹) = 2.2
- charge = 0
- calculated total energy (eV) = -146091.471
- HOMO-LUMO gap (eV) = 6.471

Atom-resolved charges from Löwdin, all expressed in e: atom 1 (C): -0.060, atom 2 (C): -0.115, atom 3 (B): -0.410, atom 4 (O): 0.154, atom 5 (C): -0.302, atom 6 (C): -0.124, atom 7 (O): -0.141, atom 8 (N): 0.013, atom 9 (O): 0.122, atom 10 (N): -0.103, atom 11 (C): -0.145, atom 12 (O): 0.060, atom 13 (C): -0.741, atom 14 (F): 0.198, atom 15 (F): 0.174, atom 16 (F): 0.169, atom 17 (C): -0.068, atom 18 (C): -0.269, atom 19 (F): 0.078, atom 20 (N): 0.003, atom 21 (C): -0.100, atom 22 (C): -0.198, atom 23 (C): -0.173, atom 24 (C): -0.175, atom 25 (C): -0.145, atom 26 (C): -0.168, atom 27 (O): -0.021, atom 28 (C): -0.547, atom 29 (C): 0.030, atom 30 (O): 0.119, atom 31 (C): -0.504, atom 32 (Br): 1.017, atom 33 (C): -0.105, atom 34 (C): -0.266, atom 35 (C): -0.048, atom 36 (C): -0.052, atom 37 (C): -0.027, atom 38 (C): -0.248, atom 39 (C): -0.037, atom 40 (C): -0.017, atom 41 (H): 0.079, atom 42 (H): 0.048, atom 43 (H): 0.077, atom 44 (H): 0.108, atom 45 (H): 0.084, atom 46 (H): 0.120, atom 47 (H): 0.123, atom 48 (H): 0.111, atom 49 (H): 0.130, atom 50 (H): 0.152, atom 51 (H): 0.152, atom 52 (H): 0.137, atom 53 (H): 0.172, atom 54 (H): 0.172, atom 55 (H): 0.147, atom 56 (H): 0.121, atom 57 (H): 0.102, atom 58 (H): 0.048, atom 59 (H): 0.105, atom 60 (H): 0.101, atom 61 (H): 0.108, atom 62 (H): 0.107, atom 63 (H): 0.123, atom 64 (H): 0.116, atom 65 (H): 0.133, atom 66 (H): 0.080, atom 67 (H): 0.086, atom 68 (H): 0.092, atom 69 (H): 0.087, atom 70 (H): 0.118, atom 71 (H): 0.112, atom 72 (H): 0.091, atom 73 (H): 0.106, atom 74 (H): 0.114, atom 75 (H): 0.079, atom 76 (H): 0.092, atom 77 (H): 0.075, atom 78 (H): 0.105, atom 79 (B): -0.866, atom 80 (O): 0.240, atom 81 (C): -0.398, atom 82 (O): 0.133, atom 83 (C): -0.398, atom 84 (O): 0.123, atom 85 (O): 0.239, atom 86 (O): 0.227, atom 87 (C): -0.390, atom 88 (O): 0.151, atom 89 (C): -0.389, atom 90 (O): 0.153, atom 91 (O): 0.230